58
Properties=species:S:1:pos:R:3:forces:R:3 method="wB97M-V/def2-TZVPD" s_squared=3.801 total_charge=+1 de_lowest_kcal_mol=30.2 spin_multiplicity=4
Tc -0.112996 -0.011619 0.224604 1.53 -0.80 1.60
S 0.276294 0.710257 2.526361 -0.39 -0.14 -0.74
C 1.956751 0.485790 2.192933 0.20 0.06 0.11
S 2.197869 -0.150710 0.596052 -0.14 0.03 -0.44
C 2.971963 0.785712 3.054882 -0.27 -0.10 -0.28
C 2.703133 1.371869 4.323762 -0.06 0.13 0.24
N 2.477101 1.882482 5.329116 -0.03 -0.06 -0.06
C 4.325612 0.556939 2.677091 0.27 -0.07 -0.09
N 5.408736 0.367213 2.340122 -0.09 0.03 0.01
C 1.167558 -0.176800 -3.016195 -0.15 -0.11 0.04
P -0.484308 -0.279359 -2.244732 0.28 0.60 -0.69
C -1.297051 -1.510765 -3.308481 0.02 -0.11 0.40
C -1.317682 1.285655 -2.723534 -0.04 -0.09 0.03
C -2.188260 1.380742 -3.805842 0.01 -0.04 -0.06
C -2.798359 2.587170 -4.121656 0.01 0.01 -0.03
C -2.533102 3.721102 -3.370710 0.02 0.00 0.03
C -1.671152 3.638878 -2.287161 0.05 0.04 -0.01
C -1.078514 2.425977 -1.951652 0.00 -0.02 0.10
P -0.027901 2.269875 -0.476615 -0.07 0.72 -0.14
C -0.745010 3.408537 0.745038 0.03 -0.15 0.03
C 1.544536 3.080912 -0.892742 0.03 -0.25 0.13
H 1.068702 -0.044876 -4.093362 0.02 0.02 -0.01
H 1.667976 -1.122077 -2.807335 0.08 -0.01 -0.01
H 1.758286 0.637012 -2.601435 -0.01 -0.02 0.01
H -1.187435 -1.182942 -4.341547 0.02 0.03 0.02
H -2.344733 -1.640084 -3.051732 -0.03 0.01 0.00
H -0.788328 -2.459844 -3.179615 0.02 -0.07 0.04
H -2.402809 0.515209 -4.417145 -0.01 0.02 0.01
H -3.476439 2.641399 -4.963429 0.01 -0.01 0.01
H -2.998831 4.664916 -3.620515 0.00 -0.01 0.00
H -1.468689 4.526911 -1.702223 -0.03 0.01 -0.01
H -0.768571 4.430036 0.369379 -0.02 -0.01 -0.06
H -0.126280 3.376188 1.640923 -0.02 0.01 -0.01
H -1.751322 3.082549 1.005030 0.00 0.03 0.01
H 1.337535 4.081729 -1.271780 -0.05 0.00 0.00
H 2.095050 2.517949 -1.643263 0.00 0.02 0.02
H 2.154961 3.152509 0.008323 0.02 -0.02 -0.01
N -2.120914 0.213191 0.337476 -1.06 0.21 0.06
C -3.269410 0.350591 0.247728 0.04 0.11 0.24
N -4.545094 0.501775 0.153930 0.04 -0.15 -0.18
C -5.272261 -0.013690 -1.020797 -0.27 -0.11 -0.11
C -6.535756 -0.721762 -0.542294 0.14 0.03 0.02
O -7.297275 0.123547 0.293558 0.02 0.05 -0.02
C -6.590079 0.481028 1.462738 0.14 -0.01 -0.06
C -5.346436 1.287079 1.104436 -0.26 0.09 0.18
H -4.627670 -0.701311 -1.565952 0.03 0.01 0.00
H -5.537769 0.831501 -1.661246 0.05 0.00 0.02
H -6.265079 -1.644556 -0.014606 -0.03 0.01 0.01
H -7.160219 -0.968812 -1.398521 0.01 -0.04 0.01
H -6.301061 -0.414565 2.026290 -0.03 0.00 0.01
H -7.259448 1.087505 2.068935 0.01 -0.01 0.02
H -4.756905 1.513414 1.990706 0.06 -0.03 -0.02
H -5.647286 2.217222 0.615782 0.07 0.00 0.00
O -0.481742 -4.322573 0.259706 -0.03 -0.44 0.48
Cl -0.565793 -2.981979 -0.127914 0.09 -0.40 -1.18
O -1.854827 -2.635921 -0.650513 -0.30 -0.02 -0.06
O 0.453464 -2.656074 -1.106690 0.10 0.02 -0.13
O -0.305405 -2.094965 1.021174 -0.04 1.00 0.54



154
Properties=species:S:1:pos:R:3:forces:R:3 method="wB97M-V/def2-TZVPD" spin_multiplicity=1
Cd -0.208404 0.356363 -0.164200 -0.15 0.08 -0.43
C -1.126435 -2.113102 -6.787507 -0.09 -0.09 0.08
N -1.557664 -1.908978 -5.412848 0.10 0.20 -0.04
C -2.920103 -1.434755 -5.280248 0.07 -0.06 0.07
C -0.592669 -1.580376 -4.448027 0.00 -0.25 -0.19
N -0.564390 -0.535216 -3.688968 -0.04 0.12 0.23
C -1.040964 0.690491 -4.138077 0.14 0.10 -0.12
C -0.786512 1.085534 -5.464456 -0.03 -0.04 -0.03
C -1.176424 2.306163 -5.982062 -0.02 -0.02 0.02
C -1.825800 3.210694 -5.153663 0.01 -0.02 0.00
C -2.021476 2.871465 -3.827296 -0.01 0.04 0.01
C -1.628943 1.641533 -3.279540 -0.07 0.17 -0.01
N -1.761329 1.498428 -1.879455 0.50 0.01 0.07
C -2.908613 1.822127 -1.349884 -0.37 0.23 0.30
N -3.023290 2.494674 -0.158487 0.34 -0.34 -0.14
C -3.842738 1.937730 0.908578 -0.08 0.04 -0.08
C -1.957059 3.381037 0.279828 -0.08 0.05 0.03
N -4.100314 1.537657 -1.944126 -0.14 -0.19 -0.12
C -4.204235 0.422583 -2.858902 0.03 0.02 0.06
C -5.304492 2.310021 -1.728208 0.02 -0.04 -0.06
N 0.398193 -2.511130 -4.337608 -0.01 -0.10 0.07
C 1.656957 -2.122363 -3.720079 -0.13 -0.04 0.01
C 0.218261 -3.923208 -4.625560 0.02 0.10 -0.02
H -1.189705 -1.187585 -7.373248 -0.03 0.01 0.01
H -1.763836 -2.859019 -7.267409 0.02 -0.03 -0.01
H -0.100205 -2.467901 -6.817981 0.04 0.00 0.03
H -3.043933 -0.368171 -5.492904 0.05 0.00 -0.03
H -3.282539 -1.647433 -4.274851 0.04 0.05 -0.04
H -3.538221 -1.995686 -5.982900 0.00 -0.03 0.01
H -0.244211 0.391159 -6.093806 0.02 -0.01 -0.02
H -0.962710 2.551356 -7.014806 0.00 0.00 0.00
H -2.139700 4.178740 -5.521982 -0.01 0.00 0.01
H -2.475547 3.592267 -3.154231 0.01 0.01 -0.02
H -4.555797 1.228738 0.495834 0.03 0.01 0.04
H -4.386091 2.737247 1.418861 0.00 0.01 0.03
H -3.211810 1.404904 1.623782 -0.02 -0.02 -0.07
H -2.413436 4.176728 0.876225 0.01 0.01 -0.01
H -1.202755 2.883324 0.891926 0.06 -0.13 0.00
H -1.485915 3.832891 -0.589141 0.05 -0.02 -0.03
H -3.357757 -0.243199 -2.692653 -0.05 0.05 -0.02
H -4.201527 0.743967 -3.905674 -0.01 0.02 0.07
H -5.129157 -0.125699 -2.661281 -0.02 0.01 0.02
H -5.059120 3.256133 -1.252975 0.00 -0.01 0.00
H -6.024246 1.778203 -1.098043 -0.03 0.01 -0.02
H -5.777625 2.507703 -2.693118 0.00 0.03 0.00
H 2.147337 -1.351429 -4.319579 -0.01 0.01 0.02
H 2.305676 -2.997465 -3.691345 0.01 -0.01 0.03
H 1.508619 -1.733779 -2.713127 -0.14 -0.16 -0.02
H -0.817513 -4.126933 -4.875245 -0.05 0.02 -0.01
H 0.484247 -4.516965 -3.750082 0.00 -0.01 0.04
H 0.851230 -4.240026 -5.460495 -0.01 -0.02 -0.01
O -2.552841 -0.538164 -0.087876 -0.11 -0.03 0.13
C -2.978145 -1.680241 -0.087422 0.05 -0.06 0.05
C -2.236217 -2.884014 -0.379899 0.01 0.08 -0.10
C -2.950359 -4.079702 -0.347421 -0.04 -0.07 0.05
C -2.328526 -5.277792 -0.592526 0.02 0.02 0.01
C -0.948426 -5.318773 -0.863869 0.00 -0.05 -0.04
C -0.228171 -4.164315 -0.907851 -0.01 0.03 -0.02
C -0.825897 -2.873400 -0.685013 0.04 0.03 0.21
O -0.101305 -1.840953 -0.709856 -0.08 -0.09 -0.17
N -3.092172 -6.506856 -0.551951 0.01 0.00 -0.02
O -4.284697 -6.439257 -0.301689 -0.01 -0.01 0.00
O -2.502978 -7.552190 -0.774304 -0.01 -0.01 0.01
H -4.043156 -1.852208 0.170570 -0.02 -0.01 -0.05
H -4.008433 -4.072650 -0.114579 0.00 0.01 -0.02
H -0.482734 -6.280769 -1.030345 0.01 0.02 0.01
H 0.838360 -4.180666 -1.090250 0.05 0.01 -0.03
S 7.558269 -2.674389 -2.391092 -0.02 0.00 0.00
N 6.530268 -2.949905 -1.174858 -0.01 -0.01 0.01
C 5.504127 -2.134694 -1.347802 -0.02 0.00 0.02
C 4.350535 -2.026381 -0.472584 0.02 0.02 -0.04
C 4.177249 -2.848270 0.639306 0.05 -0.06 -0.02
C 3.070630 -2.662015 1.429301 -0.08 0.03 0.03
C 2.189383 -1.626223 1.114499 0.02 0.01 -0.04
N 2.331996 -0.847204 0.054042 0.14 0.05 -0.09
C 3.377398 -1.059929 -0.759613 -0.07 0.01 0.04
C 3.466439 -0.263162 -2.008827 0.10 0.08 0.10
N 2.433002 0.524933 -2.306546 0.06 0.06 -0.09
C 2.473790 1.228365 -3.423676 -0.01 -0.12 0.02
C 3.546211 1.199067 -4.315780 0.00 0.02 -0.03
C 4.610639 0.377473 -4.028233 0.04 0.01 0.01
C 4.577293 -0.377850 -2.857175 0.02 -0.04 0.02
C 5.627552 -1.312651 -2.499979 -0.01 0.00 -0.01
N 6.743836 -1.520210 -3.176681 0.00 0.01 -0.02
H 4.908420 -3.618312 0.849296 0.00 0.01 0.00
H 2.875737 -3.298403 2.280571 0.01 0.02 0.04
H 1.330337 -1.418235 1.746525 0.11 0.02 -0.02
H 1.602654 1.837139 -3.637771 -0.01 -0.04 -0.06
H 3.522517 1.799583 -5.215063 -0.01 0.00 0.00
H 5.466307 0.295957 -4.686192 -0.01 0.00 0.00
N -0.316298 0.810429 1.885930 0.13 0.26 -0.05
P -0.082534 0.541016 3.356725 -0.04 -0.23 0.06
N 1.321048 1.081955 4.143462 -0.09 0.03 0.00
C 1.325396 2.476042 4.611303 0.07 0.00 0.02
C 2.589218 3.207561 4.179426 0.00 -0.02 0.04
C 3.845805 2.525222 4.732031 -0.01 -0.01 0.01
C 3.677374 0.994352 4.743610 -0.02 0.03 -0.01
C 2.621842 0.566816 3.733659 0.02 0.00 0.00
N -1.278476 1.183629 4.356231 0.00 0.10 0.03
C -1.350051 0.788766 5.762704 -0.06 0.05 0.03
C -2.228642 1.747219 6.555865 0.00 -0.02 -0.01
C -3.618558 1.862592 5.930927 0.03 0.01 -0.03
C -3.533680 2.117532 4.406960 0.01 0.03 0.05
C -2.090606 2.320496 3.961786 0.01 -0.06 0.03
N -0.033735 -1.100654 3.754744 -0.04 -0.06 -0.04
C 0.396594 -1.705646 5.010930 -0.05 -0.04 -0.14
C 1.055312 -3.050557 4.729371 -0.02 0.00 0.05
C 0.121121 -3.974930 3.915033 -0.03 0.03 0.02
C -1.197383 -3.281043 3.571408 0.04 -0.02 -0.01
C -0.958886 -1.914752 2.944122 0.01 -0.06 0.00
H 1.249630 2.505645 5.707627 -0.02 0.01 0.01
H 0.455828 3.003089 4.217295 0.03 0.00 0.00
H 2.537973 4.246978 4.509868 0.00 0.00 -0.01
H 2.616075 3.225982 3.088658 0.00 0.01 -0.07
H 4.043474 2.882141 5.745270 0.01 0.00 0.00
H 4.712161 2.806277 4.128564 0.00 0.01 0.00
H 3.352252 0.660742 5.732799 0.01 -0.02 -0.01
H 4.624784 0.496185 4.530112 0.00 0.00 0.00
H 2.569605 -0.519237 3.668435 -0.06 -0.06 0.06
H 2.918651 0.916062 2.731317 -0.03 -0.04 0.03
H -0.347247 0.758576 6.203426 -0.01 -0.04 0.00
H -1.772441 -0.221073 5.847806 0.01 0.05 0.01
H -1.752969 2.729996 6.600369 0.01 0.01 0.00
H -2.301939 1.387949 7.584356 0.00 0.02 0.01
H -4.176057 2.660681 6.424402 -0.01 -0.01 0.01
H -4.166502 0.936760 6.121516 -0.01 0.00 0.00
H -4.127630 2.991896 4.128752 0.00 -0.01 -0.01
H -3.941205 1.263097 3.863312 -0.01 -0.01 -0.03
H -1.712618 3.262040 4.389403 0.02 0.03 -0.02
H -2.015985 2.408305 2.881296 0.03 0.01 0.04
H -0.442651 -1.856557 5.701183 0.01 0.00 0.01
H 1.086468 -1.031167 5.512441 0.08 0.07 -0.05
H 1.341693 -3.516536 5.675096 0.00 -0.01 0.00
H 1.977421 -2.865087 4.176528 0.06 0.02 0.02
H -0.085408 -4.892205 4.468817 0.02 -0.02 -0.02
H 0.609210 -4.278921 2.985113 0.01 0.00 -0.03
H -1.815496 -3.183306 4.467801 0.01 0.01 0.01
H -1.766332 -3.888681 2.864738 -0.03 -0.01 0.00
H -1.910354 -1.386440 2.808374 0.01 -0.02 0.00
H -0.539409 -2.052364 1.939351 -0.11 0.00 0.05
C 4.136543 5.387409 -1.073441 -0.01 0.00 -0.01
C 3.091420 4.322829 -0.903340 -0.02 0.02 0.00
C 3.169227 3.373620 0.106769 0.01 -0.03 0.00
C 2.186372 2.403616 0.212589 -0.03 -0.01 -0.01
N 1.159214 2.316679 -0.629918 -0.10 0.21 0.26
C 1.065513 3.237684 -1.587331 -0.02 -0.02 0.09
C 1.996428 4.245288 -1.758037 0.05 0.03 -0.01
H 4.827354 5.403975 -0.232035 0.00 0.00 0.00
H 3.675642 6.371613 -1.162394 0.01 0.00 0.00
H 4.713976 5.213366 -1.983372 0.00 0.00 0.00
H 3.989763 3.388584 0.813886 0.00 -0.01 0.02
H 2.208546 1.656133 0.996648 -0.03 0.03 -0.02
H 0.218236 3.150752 -2.253371 -0.11 -0.01 -0.02
H 1.871724 4.959403 -2.563250 -0.02 0.00 0.01



| no. | calculated total energy (hartree) |
| --- | --- |
| 1 | -3353.21839 |
| 2 | -4263.27882 |